1.
An isolated molecule of C17H22O3 at a distorted geometry, computed with ωB97M-V/def2-TZVPD.

E_HOMO, eV: -8.18
Orbital gap, eV: 8.9
Molar mass, g/mol: 274.36
Energy above the lowest of the compared OMol25 structures with the same formula, charge and spin, kcal per mole: 0.0

Geometry (Å):
O 0.17 1.77 -3.11
O -3.62 -2.83 0.22
O -2.87 -0.64 0.54
C 0.20 -1.52 2.51
C -1.28 -1.39 2.26
C -0.93 0.47 -1.19
C -5.13 -1.11 -0.29
C 0.85 -0.53 0.28
C 1.22 -1.12 1.64
C 3.80 2.06 -2.27
C 2.32 1.85 -2.38
C -3.80 -1.61 0.21
C -0.63 1.34 1.22
C -1.53 -1.07 0.79
C 0.24 1.12 -1.89
C 1.46 2.25 -3.36
C -0.60 0.07 0.27
C 1.95 0.49 -0.17
C 1.52 1.15 -1.45
C 2.68 -1.36 1.99
H -5.95 -1.56 0.27
H 3.25 -0.46 2.12
H -1.20 -0.40 -1.80
H 2.79 -1.91 2.90
H 2.92 0.00 -0.36
H -5.21 0.01 -0.15
H -1.65 -0.66 2.98
H 3.16 -1.92 1.17
H -1.79 -2.32 2.56
H 0.86 -1.35 -0.44
H 0.57 -2.00 3.42
H 4.09 2.53 -1.32
H -0.15 2.21 0.75
H -1.67 1.62 1.43
H 2.15 1.21 0.64
H 4.17 2.75 -3.07
H 1.75 2.74 -4.27
H -1.74 1.17 -1.21
H 4.28 1.10 -2.47
H -0.10 1.07 2.14
H -1.30 -1.96 0.24
H -5.26 -1.25 -1.36



2.
A cluster of 3 separate species, C17H22O4PS2 in total at a distorted geometry, computed with ωB97M-V/def2-TZVPD.

E_HOMO, eV: -11.93
Orbital gap, eV: 8.1
Total charge: +1
Molar mass, g/mol: 385.47

Geometry (Å):
S -2.15 1.41 0.12
S 2.28 -1.12 2.23
P 4.45 -0.83 2.04
O -5.58 1.47 4.00
O 1.69 0.90 -2.73
O 0.35 0.09 -7.79
O -4.10 -3.49 2.89
C 1.46 0.28 1.41
C -5.79 -0.82 4.51
C 0.66 0.28 -6.64
C -3.91 -1.20 2.38
C -0.38 1.09 0.03
C -0.27 -0.08 -5.53
C 4.68 -0.76 0.20
C 1.97 0.87 -6.27
C 4.61 0.94 2.52
C 0.07 0.13 -4.26
C -4.44 -2.35 3.15
C 2.30 1.07 -5.00
C -5.42 -2.07 4.23
C -5.25 0.34 3.75
C -4.28 0.05 2.66
C 0.03 -0.01 1.01
C 1.38 0.72 -3.90
H 2.02 -2.16 1.42
H -0.59 -0.13 -3.44
H -3.20 -1.43 1.59
H -0.09 0.77 -0.96
H 4.53 0.25 -0.14
H -0.63 -0.04 1.87
H 3.92 1.20 3.31
H 1.48 1.14 2.07
H 4.03 -1.45 -0.31
H 2.63 1.12 -7.09
H 4.45 1.57 1.65
H 0.18 1.99 0.24
H -6.50 -0.59 5.29
H -2.29 2.29 -0.87
H 5.72 -1.01 0.05
H -0.03 -0.98 0.53
H -1.22 -0.51 -5.82
H 2.03 0.53 0.53
H 5.62 1.02 2.89
H -5.80 -2.92 4.77
H -3.89 0.90 2.12
H 3.25 1.50 -4.71